This record from the OMol25 dataset describes a 3-piece molecular cluster, C6H11N overall at a distorted geometry. The level of theory is ωB97M-V/def2-TZVPD.

Calculated values
- maximum force (eV/Å) = 4.8
- energy above the lowest of the compared OMol25 structures with the same formula, charge and spin (eV) = 3.649
- net charge = 0
- 2S+1 = 1
- electronic energy (eV) = -7886.882

The geometry in XYZ format:
```
18
Properties=species:S:1:pos:R:3:forces:R:3
C -0.6306 -1.2079 -1.6750 -0.007 -0.202 -0.033
C -0.1893 0.0884 -1.0440 0.239 -0.077 -0.070
C 0.0748 0.0317 0.4368 1.048 -0.798 -0.252
C 0.2122 1.3883 1.0637 -1.551 0.097 0.248
C 0.2315 -1.0538 1.1933 -0.965 -0.044 0.106
C -1.2667 1.4998 1.0613 -0.876 2.592 0.925
N -2.3994 1.7306 1.0864 0.711 -0.559 -0.125
H 0.0963 -1.9885 -1.4469 -0.120 -0.152 -0.153
H -0.7047 -1.0936 -2.7604 0.019 -0.098 0.163
H -1.6083 -1.5010 -1.2885 0.044 -0.107 -0.049
H -0.8908 0.8761 -1.3489 0.170 0.008 0.494
H 0.7854 0.3767 -1.4487 0.089 0.126 -0.238
H 0.6716 2.2186 0.4944 -0.210 -0.683 -0.011
H 0.5516 1.4186 2.1089 0.072 -0.276 -0.426
H 2.4967 0.6034 0.1210 -0.641 -4.200 0.803
H 0.4200 -0.9666 2.2621 0.182 0.033 -0.248
H -0.0517 -2.0342 0.8429 0.201 -0.126 -0.158
H 2.2014 -0.3867 0.3414 1.596 4.467 -0.977
```
Positions in Å, forces in eV/Å.

Results of the natural (NBO) charge analysis, in e, for atoms 1 through 6: number 1, C, carries -0.60; number 2, C, carries -0.46; number 3, C, carries 0.08; number 4, C, carries -0.53; number 5, C, carries -0.44; number 6, C, carries 0.28

=====

This record from the OMol25 dataset describes one molecule with the formula C6H11N at a distorted geometry. The level of theory is ωB97M-V/def2-TZVPD.

Calculated values
- maximum force (eV/Å) = 3.9
- energy above the lowest of the compared OMol25 structures with the same formula, charge and spin (eV) = 2.969
- SMILES string = C=CCN/C=C/C
- net charge = 0
- 2S+1 = 1
- electronic energy (eV) = -7887.562

The geometry in XYZ format:
```
18
Properties=species:S:1:pos:R:3:forces:R:3
C 3.3618 -0.4794 -0.9878 0.702 -0.567 -0.339
C 2.4080 0.3448 -0.5693 3.072 0.500 1.471
C 1.3869 -0.3296 0.2202 -2.965 0.975 -2.313
N 0.3144 0.6558 0.5198 0.602 0.925 -0.476
C -0.9268 0.0750 0.5710 -2.512 0.375 -0.708
C -2.1259 0.6802 0.2774 1.221 -0.459 1.011
C -3.4492 -0.0696 0.3718 -0.607 1.331 -2.753
H 3.2449 -1.5858 -1.0455 -0.264 0.927 0.173
H 4.3837 -0.1725 -1.1015 0.225 0.408 -0.787
H 2.6628 1.4212 -0.3487 -0.437 -1.126 -0.510
H 1.7631 -0.9360 1.0273 -0.105 0.398 0.707
H 0.9685 -1.0040 -0.5497 -0.092 -0.517 0.591
H 0.2654 1.4227 -0.1946 0.658 -0.959 1.102
H -0.7994 -0.9864 0.7573 -0.837 -0.157 0.237
H -2.1350 1.7686 0.1422 0.081 -0.360 -0.089
H -3.1959 -1.0172 -0.0605 -0.335 -1.081 0.452
H -4.2938 0.3037 -0.4058 1.951 -0.378 1.995
H -3.8335 -0.0916 1.3764 -0.360 -0.236 0.236
```
Positions in Å, forces in eV/Å.

Results of the natural (NBO) charge analysis, in e, for atoms 1 through 6: number 1, C, carries -0.36; number 2, C, carries -0.21; number 3, C, carries -0.26; number 4, N, carries -0.61; number 5, C, carries 0.01; number 6, C, carries -0.30